Record 1
{"formula": "C3H5N3", "method": "wB97M-V/def2-TZVPD", "elements": ["C", "C", "C", "N", "N", "N", "H", "H", "H", "H", "H"], "xyz": [[0.104, -0.702, 0.362], [-0.682, 0.451, -1.951], [0.935, 0.798, 2.190], [-0.403, -0.280, -0.861], [-0.771, -0.804, -2.254], [0.595, 0.068, 1.261], [0.060, -1.785, 0.773], [-0.707, 1.562, -2.227], [1.930, 0.896, 2.400], [0.326, 1.275, 2.916], [-1.389, -1.479, -2.609]], "multiplicity": 1, "energy_ev": -7636.4789, "charge": 2, "smiles": "C=[N+]=CN1C=[NH+]1", "homo_lumo_gap_ev": 9.0}

Record 2
{"formula": "C30H27FeN9O4", "method": "wB97M-V/def2-TZVPD", "elements": ["Fe", "C", "N", "C", "N", "C", "N", "C", "C", "C", "C", "C", "C", "C", "N", "N", "C", "O", "C", "C", "C", "C", "C", "C", "N", "C", "N", "C", "N", "C", "H", "H", "H", "H", "H", "H", "H", "H", "H", "H", "H", "H", "H", "H", "H", "H", "N", "C", "O", "C", "C", "H", "H", "H", "H", "H", "H", "O", "C", "O", "C", "C", "C", "C", "C", "C", "H", "H", "H", "H", "H"], "xyz": [[-0.715, 2.180, 0.267], [-0.058, -0.030, 5.254], [-0.701, 0.526, 4.087], [-0.074, 1.083, 3.067], [-1.048, 1.458, 2.211], [-2.184, 0.899, 2.710], [-1.982, 0.283, 3.839], [1.171, -0.832, 4.809], [2.214, -0.952, 5.712], [3.130, -2.020, 5.556], [3.030, -2.777, 4.427], [2.114, -2.552, 3.435], [1.126, -1.576, 3.642], [2.227, -3.323, 2.207], [3.042, -4.251, 1.819], [2.652, -4.656, 0.576], [1.606, -3.985, 0.236], [1.266, -3.130, 1.208], [1.061, -3.799, -1.090], [1.834, -4.249, -2.185], [1.391, -4.164, -3.522], [0.170, -3.470, -3.782], [-0.547, -2.971, -2.706], [-1.832, -2.172, -3.089], [-2.155, -1.163, -2.023], [-1.463, -0.073, -1.805], [-1.885, 0.528, -0.718], [-2.909, -0.278, -0.301], [-3.138, -1.309, -1.085], [-0.148, -3.178, -1.344], [-0.759, -0.680, 5.826], [0.242, 0.740, 5.912], [0.975, 1.348, 3.059], [-3.134, 1.000, 2.253], [2.126, -0.270, 6.585], [3.812, -2.242, 6.356], [3.722, -3.607, 4.211], [0.381, -1.499, 2.936], [2.751, -4.763, -1.949], [2.033, -4.612, -4.233], [-0.231, -3.442, -4.851], [-2.663, -2.829, -3.126], [-1.744, -1.653, -4.033], [-0.583, 0.149, -2.429], [-3.448, -0.052, 0.621], [-0.806, -2.913, -0.599], [1.918, 1.293, -1.908], [2.002, 0.982, -0.636], [1.349, 1.544, 0.300], [2.920, -0.183, -0.253], [3.471, -0.986, -1.349], [1.258, 2.091, -2.085], [2.546, 0.960, -2.630], [2.217, -0.893, 0.207], [3.660, 0.073, 0.515], [4.531, -1.206, -1.355], [2.900, -1.846, -1.771], [-0.674, 3.172, -1.575], [-1.785, 3.613, -1.249], [-2.312, 3.350, -0.119], [-2.405, 4.612, -2.229], [-2.063, 4.771, -3.573], [-2.655, 5.769, -4.327], [-3.600, 6.602, -3.678], [-3.927, 6.430, -2.371], [-3.342, 5.362, -1.603], [-1.207, 4.330, -4.090], [-2.363, 5.893, -5.367], [-4.062, 7.352, -4.275], [-4.700, 7.070, -1.961], [-3.546, 5.123, -0.565]], "multiplicity": 6, "energy_ev": -87530.1663, "charge": 1, "homo_lumo_gap_ev": [8.6, 8.1]}

Record 3
{"formula": "C2N4O2S", "method": "wB97M-V/def2-TZVPD", "elements": ["C", "C", "N", "N", "N", "N", "O", "O", "S"], "xyz": [[-1.003, -0.441, -1.004], [1.604, 1.232, 0.781], [-0.142, -0.849, 0.929], [-1.766, -1.373, -0.418], [-1.167, -1.554, 0.794], [0.058, -0.158, -0.153], [2.547, 0.734, 0.320], [1.107, 2.195, 1.275], [-1.238, 0.214, -2.523]], "multiplicity": 1, "energy_ev": -22963.2865, "charge": -2, "homo_lumo_gap_ev": 5.1}

Record 4
{"formula": "C7H8BrClS", "method": "wB97M-V/def2-TZVPD", "elements": ["C", "C", "C", "C", "C", "C", "C", "S", "Cl", "Br", "H", "H", "H", "H", "H", "H", "H", "H"], "xyz": [[1.813, -0.568, -0.059], [3.012, -0.452, 0.022], [-0.441, 1.394, 0.952], [0.406, -0.686, -0.236], [-0.332, 0.715, -0.452], [-0.272, -1.390, 0.933], [-1.645, 0.517, -1.065], [-1.707, 2.242, 1.455], [0.617, 1.717, -1.610], [4.773, -0.254, -0.001], [0.471, 1.130, 1.541], [0.275, -1.236, -1.253], [-0.049, -2.414, 0.715], [-1.378, -1.334, 0.849], [0.193, -0.850, 1.795], [-1.578, -0.091, -1.877], [-1.923, 1.522, -1.303], [-2.234, 0.039, -0.405]], "multiplicity": 1, "energy_ev": -100785.3463, "smiles": "C[C@H](C#CBr)[C@](C)(Cl)C=S", "homo_lumo_gap_ev": 8.3}